No. 1
Here is a structure of composition C3H7IN4 from OMol25. Energies are from the ωB97M-V functional and the def2-TZVPD basis.

Geometry as XYZ:
```
15
Properties=species:S:1:pos:R:3:nbo_charge:R:1
C -1.344 -0.959 -1.787 -0.12
C 0.872 -1.532 0.078 -0.47
C 0.664 0.918 0.550 0.24
N -0.294 2.830 1.035 -0.24
N -0.807 -0.030 -1.073 -0.22
N 0.266 2.112 0.165 -0.15
N 0.358 -0.201 -0.332 -0.26
I -0.533 0.393 2.979 -0.41
H -2.273 -0.767 -2.192 0.19
H -0.925 -1.961 -2.022 0.16
H 1.694 -1.422 0.875 0.24
H -0.065 -1.891 0.561 0.23
H 1.315 -2.349 -0.566 0.23
H 1.625 1.046 1.001 0.24
H -0.552 3.815 0.728 0.34
```

- relative energy (zero: lowest compared OMol25 entry of this formula, charge and spin) (kJ/mol) = 86.8
- maximum force (eV/A) = 5.6

=====

No. 2
Here is a structure of composition C12H33F4N5O11PbS4 from OMol25. Energies are from the ωB97M-V functional and the def2-TZVPD basis.

Geometry as XYZ:
```
70
Properties=species:S:1:pos:R:3:nbo_charge:R:1
Pb -16.843 -5.551 -1.397 1.55
N -17.159 -4.207 -3.361 -1.26
S -18.323 -3.439 -4.001 2.47
O -18.664 -3.611 -5.403 -0.89
O -18.511 -2.108 -3.475 -0.91
F -19.513 -4.279 -3.359 -0.50
S -15.940 -3.890 -4.551 2.41
O -16.046 -2.722 -5.428 -0.83
O -15.474 -5.082 -5.225 -0.90
F -14.679 -3.522 -3.628 -0.50
N -16.361 -7.107 0.496 -1.19
S -16.700 -6.896 2.170 2.36
O -15.597 -6.437 2.968 -0.86
O -17.722 -7.747 2.791 -0.84
F -17.555 -5.498 2.042 -0.52
S -15.804 -8.529 0.708 2.42
O -16.788 -9.541 0.500 -0.90
O -14.666 -8.814 1.580 -0.85
F -15.079 -8.557 -0.764 -0.54
C -12.388 -4.995 -0.096 -0.63
C -13.878 -5.105 -0.325 -0.09
C -14.468 -3.653 -0.075 -0.08
O -15.750 -3.459 -0.636 -0.61
C -16.132 -2.150 -0.573 -0.26
N -14.240 -5.419 -1.684 -0.88
H -11.872 -4.498 -0.918 0.21
H -12.015 -6.018 -0.072 0.23
H -12.069 -4.541 0.842 0.23
H -14.231 -5.838 0.400 0.23
H -13.769 -3.013 -0.614 0.18
H -14.489 -3.517 1.006 0.21
H -17.187 -1.988 -0.796 0.22
H -15.553 -1.629 -1.334 0.19
H -15.891 -1.696 0.389 0.19
H -13.715 -6.249 -1.918 0.39
H -13.830 -4.657 -2.205 0.39
C -17.624 -9.048 -4.641 -0.64
C -17.752 -7.838 -3.650 -0.09
C -18.621 -8.370 -2.573 -0.08
O -18.910 -7.273 -1.646 -0.60
C -19.677 -7.683 -0.503 -0.27
N -16.458 -7.442 -3.164 -0.88
H -17.111 -8.729 -5.549 0.22
H -18.625 -9.338 -4.960 0.22
H -17.246 -10.006 -4.284 0.23
H -18.167 -6.920 -4.068 0.23
H -18.158 -9.072 -1.880 0.21
H -19.577 -8.724 -2.959 0.20
H -20.705 -7.892 -0.798 0.18
H -19.660 -6.870 0.223 0.20
H -19.291 -8.512 0.090 0.21
H -15.979 -8.313 -2.982 0.39
H -16.008 -7.064 -3.985 0.40
C -21.002 -4.236 -0.454 -0.63
C -19.785 -3.323 -0.267 -0.09
C -19.995 -2.206 0.808 -0.06
O -19.000 -1.165 0.831 -0.57
C -19.269 -0.093 1.725 -0.26
N -18.675 -4.150 0.087 -0.87
H -20.879 -5.029 -1.191 0.24
H -21.735 -3.570 -0.909 0.22
H -21.493 -4.590 0.452 0.21
H -19.531 -2.800 -1.189 0.22
H -19.913 -2.714 1.769 0.16
H -20.942 -1.674 0.718 0.18
H -18.358 0.337 2.141 0.20
H -19.760 -0.432 2.638 0.17
H -19.962 0.679 1.390 0.18
H -17.906 -3.503 0.189 0.37
H -18.885 -4.369 1.051 0.38
```

- relative energy (zero: lowest compared OMol25 entry of this formula, charge and spin) (kJ/mol) = 170.8
- maximum force (eV/A) = 7.9